Below is 2 unconnected molecules or ions with the total composition C4H11NO2S at a distorted geometry, with properties calculated with ωB97M-V/def2-TZVPD.

Geometry (Å):
N  -1.604  -0.257  1.546
C  -0.249  -0.221  1.017
C  0.641  -1.381  1.461
O  1.689  -1.678  0.946
C  -0.218  -0.183  -0.547
C  -1.293  0.767  -1.130
S  -0.608  2.099  -2.218
H  -2.138  -1.027  1.164
H  -1.628  -0.188  2.556
H  0.212  0.691  1.411
H  0.307  -1.887  2.392
H  0.768  0.221  -0.717
H  -0.446  -1.194  -0.867
H  -1.955  1.241  -0.417
H  -1.895  0.121  -1.769
H  -0.744  3.121  -1.317
O  3.409  -0.043  -1.070
H  2.874  0.632  -1.477
H  2.879  -0.835  -0.968

Force components x, y, z for each atom (eV/Å):
N 0.3866 0.1228 -0.2855
C -0.3501 -0.2442 -0.5425
C 0.4473 0.5237 0.5124
O -0.4122 -0.1133 -0.1324
C -1.0637 1.2857 1.9812
C 0.5832 -0.3211 -0.8637
S -0.2820 0.1954 0.8067
H -0.0511 -0.0531 0.4421
H -0.2190 -0.3224 -0.1508
H 0.1474 0.0045 -0.0568
H -0.0964 -0.1732 -0.0899
H 0.2959 -0.6037 -0.8212
H 0.6312 -0.1176 -0.4488
H 0.0939 -0.1384 0.2742
H -0.2788 0.4535 -0.1562
H 0.1230 -0.5744 -0.4968
O 0.7351 -0.0139 0.1554
H -0.3771 0.1140 -0.2421
H -0.3131 -0.0243 0.1147

## Properties
LUMO energy	0.5308	eV
orbital gap	9.7	eV
max |F|	0.050	Eh/bohr
multiplicity	1
net charge	0
ΔE to the lowest compared entry with this formula, charge and spin	139.0	kJ/mol
HOMO energy	-9.21	eV
SMILES string	N[C@@H](C=O)CCS.O


Below is a single C4H4F2 molecule at a distorted geometry, with properties calculated with ωB97M-V/def2-TZVPD.

Geometry (Å):
F  -2.478  1.011  -0.455
C  -2.029  -0.053  0.334
C  -0.570  -0.230  -0.029
C  0.610  -0.410  -0.262
C  2.095  -0.058  -0.284
F  2.280  1.159  0.244
H  -2.846  -0.804  0.256
H  -2.232  0.279  1.371
H  2.731  -0.866  0.175
H  2.440  -0.027  -1.349

Force components x, y, z for each atom (eV/Å):
F -0.1890 0.1286 -0.1745
C -0.2754 1.0306 0.1441
C -0.6622 -1.2293 0.5565
C 0.1853 1.2112 0.7351
C -0.7619 -2.4707 -2.0237
F 0.3379 0.8902 0.8595
H 1.4263 -0.5222 -0.6959
H 1.0747 -0.0315 -0.2207
H -0.7431 0.9609 0.1251
H -0.3926 0.0323 0.6945

## Properties
LUMO energy	0.8926	eV
orbital gap	11.3	eV
max |F|	0.064	Eh/bohr
multiplicity	1
net charge	0
ΔE to the lowest compared entry with this formula, charge and spin	160.1	kJ/mol
HOMO energy	-10.42	eV
SMILES string	FCC#CCF


Below is a molecular structure, BFH4Rb at a distorted geometry, with properties calculated with ωB97M-V/def2-TZVPD.

Geometry (Å):
Rb  -0.028  0.500  -1.612
F  -2.073  1.034  -1.233
B  0.429  -0.312  0.577
H  1.145  0.346  0.111
H  -0.404  -0.450  -0.094
H  0.824  -1.298  0.769
H  0.107  0.180  1.482

Force components x, y, z for each atom (eV/Å):
Rb 2.1954 2.2891 -7.6285
F -3.2334 0.9868 0.2370
B 0.1016 -1.1600 2.4133
H 3.4956 2.0647 -0.7053
H -3.2021 -2.0077 1.0226
H 1.9763 -3.8626 0.9757
H -1.3334 1.6896 3.6852

## Properties
LUMO energy	2.4168	eV
orbital gap	7.0	eV
max |F|	0.161	Eh/bohr
multiplicity	1
net charge	-1
ΔE to the lowest compared entry with this formula, charge and spin	345.4	kJ/mol
HOMO energy	-4.60	eV


Below is a single C8H6N2O molecule at a distorted geometry, with properties calculated with ωB97M-V/def2-TZVPD.

Geometry (Å):
C  -0.164  3.043  0.865
C  -0.852  2.135  1.710
C  -0.680  0.740  1.277
C  0.072  0.497  0.116
C  0.198  -1.002  -0.283
N  0.999  -1.901  0.133
C  0.701  -2.990  -0.529
C  -0.428  -2.844  -1.263
O  -0.769  -1.510  -1.079
N  0.560  1.387  -0.631
C  0.525  2.627  -0.310
H  -0.149  4.155  1.145
H  -1.240  2.272  2.696
H  -1.093  0.063  1.830
H  1.599  -3.885  -0.368
H  -1.060  -3.366  -1.733
H  0.951  3.206  -0.952

Force components x, y, z for each atom (eV/Å):
C -0.3302 1.8928 0.9877
C 2.7336 -2.7931 -2.9295
C 2.1299 6.8040 -2.5070
C -2.5644 -4.5426 2.6753
C -1.6265 1.9048 0.3351
N 2.0105 2.8722 1.1951
C 2.6371 -5.9544 -0.3699
C 4.7848 4.7835 4.0315
O 0.0446 -0.1132 -0.4221
N 2.1574 -0.4305 -3.0106
C -3.9274 -1.4615 5.4726
H -0.0167 -1.7350 -0.5167
H -0.4939 0.7453 0.1161
H -2.1810 -4.3562 2.9668
H -3.4974 2.2357 -0.8235
H -4.3771 -4.0173 -3.7336
H 2.5166 4.1656 -3.4672

## Properties
LUMO energy	0.7722	eV
orbital gap	10.0	eV
max |F|	0.153	Eh/bohr
multiplicity	1
net charge	0
ΔE to the lowest compared entry with this formula, charge and spin	352.2	kJ/mol
HOMO energy	-9.26	eV
SMILES string	c1ccc(-c2ncco2)nc1


Below is 2 unconnected molecules or ions with the total composition C5H14N2O at a distorted geometry, with properties calculated with ωB97M-V/def2-TZVPD.

Geometry (Å):
C  1.899  -1.395  -0.184
N  0.985  -2.028  -0.765
C  -0.353  -2.071  -0.183
C  -0.916  -0.698  0.368
C  -0.631  0.561  -0.470
C  -1.799  0.909  -1.370
N  -0.201  1.634  0.427
H  1.741  -0.742  0.688
H  2.959  -1.518  -0.366
H  -0.250  -2.639  0.735
H  -1.016  -2.476  -0.928
H  -0.681  -0.564  1.417
H  -1.997  -0.878  0.293
H  0.215  0.328  -1.120
H  -2.789  0.984  -0.900
H  -1.952  0.130  -2.123
H  -1.671  1.858  -1.898
H  -0.964  2.096  0.917
H  0.206  2.408  -0.107
O  2.702  1.238  1.610
H  2.294  0.779  2.354
H  2.218  2.084  1.604

Force components x, y, z for each atom (eV/Å):
C -0.0868 0.3710 1.4449
N 0.3904 -0.8658 -0.3789
C 0.8481 2.2717 0.6497
C -0.9094 -0.8419 -1.1684
C 0.0504 -0.2671 0.4675
C -0.8234 0.0421 -0.6457
N 0.3721 1.1552 -0.0920
H -0.2973 -0.0717 -0.1382
H 0.0590 -0.0419 -0.9419
H -0.3892 -0.8709 -0.2828
H -0.2886 -0.3987 0.0484
H 0.2756 0.1668 0.0403
H 0.0154 0.1476 0.4891
H 0.0731 0.2451 0.0809
H 0.3540 0.0045 0.5269
H 0.2201 0.0030 -0.1071
H 0.2886 -0.0811 -0.0390
H -0.2777 -0.4826 -0.0308
H -0.0244 -0.4648 0.0082
O -0.1129 0.5852 0.3613
H 0.0630 -0.0404 -0.0881
H 0.1999 -0.5651 -0.2039

## Properties
LUMO energy	0.8093	eV
orbital gap	9.9	eV
max |F|	0.049	Eh/bohr
multiplicity	1
net charge	0
ΔE to the lowest compared entry with this formula, charge and spin	253.8	kJ/mol
HOMO energy	-9.05	eV
SMILES string	C=NCC[C@@H](C)N.O


Below is a single C22H30N4O3 molecule, with properties calculated with ωB97M-V/def2-TZVPD.

Geometry (Å):
C  -8.170  -3.475  -0.283
C  -7.158  -2.353  -0.459
O  -5.938  -2.784  0.106
C  -4.863  -1.946  0.074
C  -3.691  -2.432  0.654
C  -2.539  -1.678  0.676
C  -2.531  -0.402  0.117
N  -1.394  0.412  0.071
C  -0.213  0.245  0.752
O  0.016  -0.668  1.518
N  0.719  1.229  0.506
C  1.997  1.105  1.181
C  2.994  0.254  0.393
C  4.320  0.121  1.156
N  5.334  -0.714  0.552
C  5.841  -0.245  -0.723
C  7.087  -1.062  -1.071
O  6.792  -2.437  -1.143
C  6.257  -2.894  0.078
C  4.992  -2.121  0.454
C  0.610  2.170  -0.586
C  -0.429  3.241  -0.347
C  -1.170  3.778  -1.395
C  -2.100  4.769  -1.127
C  -2.254  5.187  0.187
N  -1.557  4.683  1.191
C  -0.673  3.740  0.931
C  -3.699  0.085  -0.459
C  -4.857  -0.673  -0.484
H  -8.298  -3.694  0.774
H  -7.817  -4.373  -0.781
H  -9.126  -3.182  -0.707
H  -7.509  -1.443  0.047
H  -7.023  -2.130  -1.527
H  -3.707  -3.420  1.086
H  -1.644  -2.061  1.134
H  -1.549  1.300  -0.380
H  2.399  2.107  1.355
H  1.804  0.628  2.144
H  2.552  -0.733  0.245
H  3.173  0.705  -0.586
H  4.114  -0.291  2.148
H  4.759  1.115  1.289
H  6.106  0.811  -0.636
H  5.104  -0.365  -1.537
H  7.477  -0.781  -2.051
H  7.856  -0.885  -0.304
H  6.038  -3.954  -0.063
H  7.003  -2.775  0.878
H  4.622  -2.466  1.421
H  4.223  -2.311  -0.313
H  1.584  2.657  -0.697
H  0.396  1.652  -1.531
H  -1.020  3.423  -2.405
H  -2.691  5.204  -1.918
H  -2.966  5.956  0.452
H  -0.132  3.351  1.784
H  -3.709  1.076  -0.896
H  -5.741  -0.257  -0.941

Force components x, y, z for each atom (eV/Å):
C 0.3770 0.2598 0.0036
C -0.3298 0.0312 -0.1186
O 0.0869 -0.1264 0.0895
C 0.2114 0.0385 0.0465
C -0.3365 0.0788 -0.1477
C 0.0888 -0.0167 0.0448
C -0.3190 -0.2274 -0.0079
N 0.1380 0.3573 -0.2391
C -0.0663 0.3436 -0.2082
O 0.0090 -0.4164 0.2669
N 0.1140 0.1707 0.0149
C 0.1858 -0.3568 -0.0079
C 0.1662 0.0872 0.3080
C -0.2317 0.0614 -0.1526
N 0.0954 -0.0605 -0.0381
C 0.2821 -0.2193 -0.0109
C -0.0698 0.3975 -0.0885
O -0.0370 -0.0795 -0.1410
C -0.3031 -0.1222 0.2348
C 0.3306 -0.1145 -0.0884
C -0.0368 -0.0107 -0.0489
C -0.1066 0.2437 -0.1368
C 0.0955 -0.0345 0.2060
C 0.0230 -0.0060 0.0507
C -0.1701 0.0970 -0.3305
N -0.0723 0.2148 0.5088
C 0.2123 -0.2567 -0.2204
C 0.2761 -0.0413 0.1252
C -0.2695 -0.2029 -0.0011
H -0.0601 -0.0328 0.0922
H -0.0135 -0.0973 -0.0575
H -0.1080 0.0086 -0.0369
H 0.0876 -0.0571 -0.0902
H 0.0185 0.0395 0.1332
H 0.0111 -0.1250 0.0588
H 0.0210 -0.0302 0.0136
H 0.0515 -0.1121 0.0998
H -0.0343 -0.0045 0.0221
H 0.0897 0.1443 -0.0451
H -0.0556 -0.0079 -0.0693
H -0.0302 -0.0206 -0.0722
H -0.0079 0.0875 0.0513
H -0.0397 0.0037 0.0981
H -0.0002 0.0300 -0.0465
H 0.0359 0.0650 0.0183
H 0.0038 0.0359 0.0760
H -0.0472 0.0220 -0.0742
H 0.0094 0.0453 0.0691
H -0.0751 -0.0363 -0.0362
H -0.0365 -0.0521 0.0052
H -0.0055 -0.0269 0.0692
H -0.0585 -0.1359 -0.0366
H 0.0554 0.1135 0.0710
H 0.0068 -0.0471 -0.0847
H -0.0687 0.0546 -0.0452
H -0.0941 0.0720 -0.0702
H 0.0842 -0.1195 0.0368
H 0.0019 0.0929 -0.0366
H -0.0853 0.0007 -0.0263

## Properties
LUMO energy	0.5502	eV
orbital gap	8.3	eV
max |F|	0.011	Eh/bohr
multiplicity	1
net charge	0
ΔE to the lowest compared entry with this formula, charge and spin	195.4	kJ/mol
HOMO energy	-7.72	eV
SMILES string	CCOc1ccc(NC(=O)N(CCCN2CCOCC2)Cc2cccnc2)cc1